Record 1
{"formula": "C39H35N7O7P3Pb", "method": "wB97M-V/def2-TZVPD", "elements": ["Pb", "C", "N", "C", "C", "C", "C", "C", "N", "C", "C", "C", "C", "C", "C", "H", "H", "H", "H", "H", "H", "H", "H", "H", "H", "H", "N", "P", "C", "C", "C", "C", "C", "C", "C", "C", "C", "C", "C", "C", "C", "C", "C", "C", "C", "N", "H", "H", "H", "H", "H", "H", "H", "H", "H", "H", "H", "H", "H", "H", "H", "O", "P", "O", "O", "O", "P", "O", "O", "O", "H", "H", "N", "C", "C", "C", "C", "C", "C", "C", "N", "C", "C", "N", "C", "H", "H", "H", "H", "H", "H", "H"], "xyz": [[-0.711667, 0.637874, 0.650855], [-2.706307, 2.032142, -2.196000], [-2.691177, 1.684135, -0.789689], [-3.551944, 2.224243, -0.012696], [-3.574161, 2.023608, 1.410073], [-4.520944, 2.479415, 2.328068], [-4.100309, 2.031727, 3.587334], [-2.910951, 1.332700, 3.369903], [-2.585019, 1.319779, 2.062579], [-2.957167, 0.843378, -3.098166], [-3.633530, -0.281228, -2.640120], [-3.873313, -1.355714, -3.487547], [-3.432761, -1.319964, -4.803499], [-2.752475, -0.200509, -5.268149], [-2.521784, 0.873348, -4.420690], [-1.742077, 2.484092, -2.448928], [-3.476182, 2.787447, -2.402839], [-4.324988, 2.883740, -0.423942], [-5.404228, 3.058871, 2.096760], [-4.582235, 2.198927, 4.539326], [-2.279255, 0.845643, 4.103424], [-3.954731, -0.317562, -1.605377], [-4.405268, -2.224684, -3.117452], [-3.611356, -2.158329, -5.465954], [-2.387834, -0.173854, -6.288419], [-1.983896, 1.744664, -4.782231], [1.327980, -0.872275, 3.314237], [1.507162, 0.749792, 2.696137], [1.355393, 1.619443, 4.336260], [0.279014, 2.485254, 4.517357], [0.077880, 3.123210, 5.736706], [0.957338, 2.903366, 6.784736], [2.044728, 2.051461, 6.610118], [2.242571, 1.418002, 5.393570], [3.316791, 0.874436, 2.536860], [3.818939, 2.154718, 2.314817], [5.172781, 2.343954, 2.088410], [6.035013, 1.257353, 2.091653], [5.540862, -0.017737, 2.328584], [4.183414, -0.211877, 2.541208], [0.246734, -1.701935, 3.182882], [0.189964, -2.891726, 3.938787], [-0.915902, -3.697372, 3.842803], [-1.969043, -3.333889, 3.000804], [-1.838272, -2.158479, 2.299639], [-0.765693, -1.362617, 2.375423], [2.011206, -1.179931, 3.988008], [-0.401400, 2.661962, 3.689568], [-0.761376, 3.796694, 5.862277], [0.808890, 3.403922, 7.733784], [2.745301, 1.895285, 7.421670], [3.109980, 0.778812, 5.258643], [3.138551, 3.000088, 2.281631], [5.544317, 3.338395, 1.876271], [7.088948, 1.399338, 1.883924], [6.209060, -0.870013, 2.318904], [3.800889, -1.218121, 2.665304], [1.014192, -3.145054, 4.595054], [-0.973937, -4.607119, 4.427571], [-2.858067, -3.940580, 2.902754], [-2.624588, -1.814311, 1.631643], [0.685704, 3.762138, -2.060286], [1.416937, 2.915534, -0.877711], [2.824246, 3.377735, -0.694327], [0.480149, 2.880065, 0.286701], [1.437409, 1.450025, -1.570886], [2.383180, 0.171081, -1.090740], [3.821605, 0.861583, -0.956314], [2.366298, -0.803790, -2.209682], [1.829699, -0.241817, 0.244265], [1.374171, 4.036279, -2.680419], [3.728631, 1.831131, -0.810938], [0.949277, -2.932608, -9.611832], [0.777370, -2.872229, -8.475483], [0.562588, -2.802571, -7.053350], [1.088644, -1.745866, -6.309699], [0.874313, -1.673199, -4.946975], [0.120294, -2.660276, -4.320784], [-0.385849, -3.729912, -5.051542], [-0.165290, -3.803397, -6.413279], [-0.163684, -2.557946, -2.942591], [-0.331011, -3.592136, -2.041250], [-0.658082, -3.003624, -0.863415], [-0.729079, -1.631718, -1.020175], [-0.406189, -1.403725, -2.265240], [1.680184, -0.988311, -6.807512], [1.323194, -0.891331, -4.342670], [-0.976638, -4.488155, -4.553078], [-0.566396, -4.628110, -6.986943], [-0.139458, -4.619960, -2.300567], [-0.837742, -3.470544, 0.092880], [-0.348532, -0.430685, -2.730780]], "forces_ev_per_a": [[0.6, 0.2, -0.7], [0.0, 0.0, 0.1], [-0.1, 0.1, -0.1], [0.0, -0.1, 0.1], [0.1, -0.1, 0.2], [-0.1, 0.0, -0.1], [0.1, 0.0, 0.0], [-0.1, 0.0, -0.1], [-0.3, 0.1, 0.0], [0.0, 0.0, 0.0], [0.0, 0.0, 0.0], [0.0, 0.0, 0.0], [0.0, 0.0, 0.0], [0.0, 0.0, 0.0], [0.0, 0.0, 0.0], [0.0, 0.0, 0.0], [0.0, 0.1, 0.0], [0.0, 0.1, 0.0], [0.0, 0.0, 0.0], [0.0, 0.0, 0.0], [0.0, 0.0, -0.1], [0.0, 0.0, -0.1], [0.0, 0.0, 0.0], [0.0, 0.0, 0.0], [0.0, 0.0, 0.0], [0.0, 0.0, 0.0], [0.1, 0.1, -0.3], [-0.1, -0.1, 1.0], [-0.1, 0.1, -0.2], [0.0, -0.1, -0.1], [0.0, 0.0, 0.0], [0.0, 0.0, 0.0], [0.0, 0.0, 0.0], [0.0, 0.0, 0.1], [-0.1, -0.1, -0.2], [-0.1, 0.0, 0.0], [-0.1, 0.0, 0.0], [0.0, -0.1, 0.0], [0.0, 0.0, 0.0], [0.0, 0.0, 0.0], [-0.2, 0.0, 0.0], [0.1, 0.0, 0.0], [0.0, 0.0, 0.0], [0.0, -0.1, 0.0], [0.1, 0.1, -0.1], [0.3, -0.1, 0.4], [0.0, -0.1, 0.1], [0.0, 0.0, 0.1], [0.0, 0.0, 0.0], [0.0, 0.0, 0.0], [0.0, 0.0, 0.0], [0.0, 0.0, 0.0], [0.1, 0.0, -0.1], [0.0, 0.0, 0.0], [0.0, 0.0, 0.0], [0.0, 0.0, 0.0], [0.0, 0.0, -0.1], [0.0, 0.0, 0.0], [0.0, 0.0, 0.0], [0.0, 0.0, 0.0], [0.1, 0.0, 0.1], [0.3, 0.0, 0.1], [0.0, 0.0, -0.1], [0.0, 0.0, -0.1], [-0.3, 0.0, 0.1], [0.0, 0.0, -0.1], [0.0, 0.0, -0.4], [-0.1, -0.2, 0.0], [0.0, 0.0, 0.0], [0.1, -0.1, 0.2], [-0.1, 0.0, 0.0], [-0.1, 0.1, 0.1], [0.0, 0.0, 0.1], [0.0, 0.0, 0.0], [0.0, 0.0, 0.0], [0.0, 0.0, -0.1], [0.1, 0.1, 0.2], [0.0, 0.0, 0.1], [-0.1, 0.0, 0.1], [0.0, 0.0, 0.0], [0.0, 0.0, -0.2], [0.1, -0.1, 0.1], [-0.1, 0.2, 0.0], [-0.1, -0.3, -0.2], [-0.1, 0.0, 0.1], [0.0, 0.0, 0.0], [0.0, 0.0, 0.0], [0.0, 0.0, 0.0], [0.0, 0.0, 0.0], [0.0, 0.1, 0.0], [0.0, 0.0, -0.1], [0.0, -0.1, 0.0]], "mol_weight_g_mol": 1013.9, "orbital_gap_ha": 0.2751, "energy_ev": -98900.8986, "charge": -1, "multiplicity": 1, "e_lumo_ev": 2.2390, "relative_energy_kj_mol": 25.3}

=====

Record 2
{"formula": "C39H35N9O2S2Ti", "method": "wB97M-V/def2-TZVPD", "elements": ["Ti", "C", "O", "C", "C", "C", "C", "C", "C", "N", "N", "C", "C", "O", "C", "C", "C", "C", "C", "C", "C", "C", "H", "H", "H", "H", "H", "H", "H", "H", "H", "H", "H", "H", "H", "C", "C", "N", "C", "S", "N", "N", "C", "C", "C", "C", "C", "C", "C", "N", "H", "H", "H", "H", "H", "H", "H", "H", "H", "H", "H", "H", "H", "N", "C", "C", "C", "C", "C", "C", "S", "N", "C", "C", "C", "C", "C", "C", "N", "H", "H", "H", "H", "H", "H", "H", "H", "H"], "xyz": [[-0.184810, -0.786841, 0.194936], [-2.968558, -2.423704, 1.302149], [-1.800440, -1.661549, 1.633380], [-1.635572, -1.316071, 2.947531], [-2.647444, -1.337521, 3.894162], [-2.355394, -0.979040, 5.202774], [-1.070343, -0.601762, 5.558890], [-0.063813, -0.575991, 4.605734], [-0.342333, -0.930576, 3.291997], [0.623927, -0.901947, 2.230986], [1.808530, -0.793600, 2.685360], [2.900245, -0.681973, 1.905784], [2.849877, -0.730287, 0.494534], [1.752326, -0.867210, -0.144167], [4.070328, -0.608356, -0.246207], [5.242068, -0.413436, 0.399272], [5.330216, -0.336796, 1.825505], [6.568407, -0.125966, 2.460374], [6.649963, -0.065471, 3.827765], [5.486706, -0.222787, 4.594251], [4.267914, -0.430846, 3.995173], [4.160600, -0.487635, 2.594832], [-3.104014, -3.215649, 2.037333], [-2.791735, -2.859618, 0.326658], [-3.844423, -1.772580, 1.279175], [-3.649370, -1.633690, 3.620269], [-3.141366, -0.997348, 5.945572], [-0.848899, -0.325700, 6.580641], [0.940350, -0.281878, 4.872167], [4.002926, -0.677507, -1.324062], [6.161560, -0.314692, -0.167095], [7.457388, -0.017187, 1.850786], [7.602334, 0.093373, 4.314806], [5.550494, -0.188059, 5.674221], [3.380411, -0.567116, 4.596198], [-3.343645, -5.037575, -3.113866], [-1.939640, -4.630525, -3.535623], [-1.055134, -4.386596, -2.405172], [-1.068839, -3.260722, -1.674389], [0.000749, -3.192989, -0.314066], [-1.908971, -2.314381, -2.044247], [-1.855096, -1.207596, -1.261820], [-2.664888, -0.249832, -1.559031], [-3.597581, -0.252569, -2.724051], [-2.690960, 0.875497, -0.610540], [-3.604494, 1.917841, -0.722883], [-3.676200, 2.858920, 0.290324], [-2.847953, 2.726709, 1.391869], [-1.938080, 1.684930, 1.406887], [-1.835843, 0.794031, 0.422936], [-3.968725, -5.217773, -3.989125], [-3.321984, -5.951944, -2.519838], [-3.804043, -4.247868, -2.520489], [-1.478429, -5.411149, -4.140425], [-1.971863, -3.725938, -4.143003], [-0.427983, -5.111841, -2.104100], [-3.396975, -1.108953, -3.358820], [-4.637127, -0.295883, -2.389794], [-3.472363, 0.667617, -3.298858], [-4.260673, 1.977737, -1.577911], [-4.384964, 3.673995, 0.227167], [-2.889405, 3.414455, 2.224119], [-1.262233, 1.557987, 2.241482], [1.107848, 2.540476, -2.739173], [0.179625, 2.590536, -3.805647], [-0.127523, 3.788069, -4.431306], [-1.038566, 3.795751, -5.477759], [-1.665499, 2.621973, -5.869516], [-1.384148, 1.432922, -5.211767], [-0.441984, 1.413912, -4.192975], [0.046918, -0.058540, -3.367931], [0.300194, 0.555483, -1.775745], [0.906584, 1.684554, -1.685069], [1.481491, 2.126731, -0.382226], [2.585239, 2.967857, -0.347258], [3.094574, 3.352139, 0.884756], [2.470508, 2.902099, 2.031086], [1.393537, 2.038705, 1.894213], [0.918600, 1.633648, 0.720908], [1.497063, 3.436878, -2.493869], [0.352809, 4.706793, -4.115198], [-1.261929, 4.724682, -5.984230], [-2.374687, 2.631740, -6.685690], [-1.874428, 0.512191, -5.502531], [3.081893, 3.290248, -1.252485], [3.966864, 3.989428, 0.938364], [2.819400, 3.178617, 3.015875], [0.910903, 1.634539, 2.776754]], "forces_ev_per_a": [[0.0, 0.4, 0.0], [0.0, 0.0, 0.0], [0.0, -0.1, 0.0], [0.1, 0.0, 0.1], [0.0, 0.0, -0.1], [0.0, 0.0, 0.0], [0.0, 0.0, 0.0], [-0.1, 0.1, 0.0], [0.1, 0.0, -0.1], [-0.1, 0.0, 0.2], [-0.1, -0.1, 0.0], [-0.2, 0.0, 0.0], [0.1, -0.1, 0.1], [0.1, 0.1, 0.0], [0.0, 0.0, 0.0], [0.0, 0.0, -0.1], [0.0, 0.0, 0.1], [0.0, 0.0, 0.0], [0.0, 0.0, 0.0], [0.0, 0.0, 0.0], [-0.1, 0.0, 0.0], [0.2, 0.0, 0.0], [0.0, 0.0, 0.0], [0.0, 0.0, 0.0], [0.0, 0.0, 0.0], [0.0, 0.0, 0.0], [0.0, 0.0, 0.0], [0.0, 0.0, 0.0], [0.0, 0.0, 0.0], [0.0, 0.0, 0.0], [0.0, 0.0, 0.0], [0.0, 0.0, 0.0], [0.0, 0.0, 0.0], [0.0, 0.0, 0.0], [0.0, 0.0, 0.0], [0.0, 0.0, 0.0], [0.0, 0.0, -0.1], [-0.1, 0.1, 0.0], [0.1, -0.1, 0.1], [0.0, -0.1, -0.1], [-0.1, 0.0, -0.1], [0.0, -0.1, 0.1], [-0.1, 0.0, 0.0], [0.0, 0.0, 0.0], [0.0, 0.0, 0.0], [0.0, 0.0, 0.1], [0.0, 0.0, 0.0], [0.0, 0.0, 0.0], [0.0, 0.0, 0.0], [0.0, 0.0, 0.0], [0.0, 0.0, 0.0], [0.0, 0.0, 0.0], [0.0, 0.0, 0.0], [0.0, 0.0, 0.0], [0.0, 0.0, 0.0], [0.0, 0.0, 0.0], [0.0, 0.0, 0.0], [0.0, 0.0, 0.0], [0.0, 0.0, 0.0], [0.0, 0.0, 0.0], [0.0, 0.0, 0.0], [0.0, 0.0, 0.0], [0.0, 0.0, 0.0], [0.0, 0.0, 0.0], [0.0, 0.0, 0.0], [0.0, 0.0, 0.0], [0.0, 0.0, 0.0], [0.0, 0.0, 0.0], [0.0, -0.1, 0.0], [0.0, 0.1, 0.0], [0.0, 0.0, 0.0], [0.0, 0.1, 0.0], [0.0, -0.1, 0.0], [0.0, 0.0, 0.0], [0.0, 0.0, 0.1], [0.0, 0.0, 0.0], [0.0, 0.0, 0.0], [0.0, 0.0, 0.0], [0.0, 0.0, 0.0], [0.0, 0.0, 0.0], [0.0, 0.0, 0.0], [0.0, 0.0, 0.0], [0.0, 0.0, 0.0], [0.0, 0.0, 0.0], [0.0, 0.0, 0.0], [0.0, 0.0, 0.0], [0.0, 0.0, 0.0], [0.0, 0.0, 0.0]], "mol_weight_g_mol": 773.8, "s2": 0.758, "orbital_gap_ha": [0.2466, 0.2510], "energy_ev": -103301.3973, "charge": 1, "multiplicity": 2, "e_lumo_ev": [-2.9922, -3.1090], "relative_energy_kj_mol": 0.0}

=====

Which value of charge does entry 1 give?
-1

=====

Among the records above, which one has the lowest charge?
C39H35N7O7P3Pb

=====

Number 2 is which compound?
C39H35N9O2S2Ti

=====

Which of these has the highest charge?
C39H35N9O2S2Ti